No. 1
58
Properties=species:S:1:pos:R:3 method="wB97M-V/def2-TZVPD" charge=+1 homo_ev=-12.3
C -0.39035 2.85135 2.87182
C -1.26646 1.60310 2.84955
C -1.97866 1.40354 1.49852
C -3.23125 2.24194 1.39166
N -1.02519 1.73883 0.38025
C -1.17494 1.07400 -0.80443
N -1.57753 1.75516 -1.92434
N -0.93964 -0.20978 -0.90400
C -0.49726 -1.13465 0.13958
C -1.36309 -2.39438 0.04104
C 1.00389 -1.41125 0.01244
C 1.87012 -0.43241 0.82303
H 0.57345 2.65839 2.41104
H -0.20045 3.18422 3.88498
H -0.83766 3.68126 2.32857
H -2.00735 1.62040 3.63848
H -0.60649 0.74792 2.98445
H -2.22994 0.35101 1.41807
H -2.99809 3.30334 1.34388
H -3.83462 2.08787 2.27985
H -3.84454 1.98353 0.53355
H -1.14035 2.72384 0.18151
H -1.19911 1.31412 -2.76381
H -1.19783 2.69566 -1.90680
H -1.05719 -0.62441 -1.81385
H -0.66903 -0.68618 1.10930
H -2.34148 -2.19430 0.45895
H -1.52305 -2.64728 -1.00581
H -0.89581 -3.22940 0.54033
H 1.30662 -1.40348 -1.03120
H 1.15748 -2.41613 0.39082
H 1.26454 0.33204 1.30102
H 2.42027 -0.95022 1.60033
H 2.60077 0.06212 0.19543
Br 4.18194 -0.69061 -3.18339
C 4.47787 -2.61543 -3.09607
C 3.88351 -3.32094 -4.28355
Br 1.94436 -3.40634 -4.16620
H 4.04887 -2.95162 -2.15836
H 5.55675 -2.74563 -3.07248
H 4.22657 -4.35120 -4.33034
H 4.11422 -2.81832 -5.21618
Br -3.24062 0.02355 6.50503
C -2.22927 -1.63189 6.38338
C -1.40205 -1.67663 5.12832
Br -2.50614 -2.00540 3.55597
H -2.94644 -2.44356 6.43633
H -1.58653 -1.65459 7.25975
H -0.68612 -2.49410 5.16206
H -0.88226 -0.74086 4.95163
Br 0.03552 0.22374 -4.68838
C 1.09669 1.55403 -5.63705
C 1.84566 2.44232 -4.68118
Br 0.66820 3.72201 -3.80177
H 0.40683 2.09898 -6.27164
H 1.78956 0.98444 -6.25106
H 2.58084 3.03880 -5.21518
H 2.33625 1.87968 -3.89419


No. 2
55
Properties=species:S:1:pos:R:3 method="wB97M-V/def2-TZVPD" charge=-1 homo_ev=-4.4
Li 7.81478 10.96032 4.33552
Cl 6.62684 11.18778 2.68642
C 10.25386 8.39288 6.76788
C 9.16579 8.50528 5.70620
C 8.53540 7.12006 5.64457
C 7.54154 6.85001 6.70572
C 6.54583 7.99188 6.78888
C 7.15564 9.39786 6.89676
N 8.20709 9.54855 5.87762
O 8.85958 10.82889 5.98571
C 7.70470 9.66716 8.30216
C 6.03714 10.38657 6.60069
C 9.87988 8.76600 4.38713
H 10.03300 7.63424 7.51085
H 10.52736 9.33574 7.16063
H 11.07497 7.89684 6.24166
H 9.42511 6.44462 5.70150
H 8.01046 6.94266 4.72954
H 7.96158 6.64676 7.70531
H 7.00519 5.91348 6.50146
H 5.87440 7.85147 7.67808
H 5.90906 7.91275 5.88490
H 8.32327 8.84010 8.59323
H 6.84005 9.67244 9.00355
H 8.24711 10.64604 8.38813
H 5.10321 10.06516 6.96996
H 6.02534 10.38373 5.51683
H 6.32290 11.35303 7.02440
H 9.22498 9.39257 3.83704
H 10.04537 7.77735 3.80785
H 10.83116 9.22296 4.63434
C 6.39631 14.02320 7.02827
C 7.72819 14.44469 6.48551
C 8.32774 15.41925 7.45298
O 8.66852 13.40927 6.14498
H 6.47938 13.50168 8.02776
H 5.84985 13.37993 6.36544
H 5.80461 14.90921 7.20485
H 7.56567 15.02243 5.55386
H 8.80871 14.99310 8.33494
H 7.63135 16.17796 7.74748
H 9.18897 16.00978 7.01371
H 8.49391 12.49151 6.50592
C 12.83024 11.20872 7.80130
C 12.11272 12.35436 7.09329
C 13.18829 13.24870 6.43518
O 11.37157 11.84623 5.99760
H 13.55609 11.54637 8.58907
H 13.44458 10.64327 7.13935
H 12.05736 10.55072 8.27023
H 11.44561 13.03439 7.67366
H 12.67914 14.14550 6.03658
H 13.76508 12.66009 5.75005
H 13.85643 13.59920 7.24714
H 10.47840 11.64541 6.34776


No. 3
70
Properties=species:S:1:pos:R:3 method="wB97M-V/def2-TZVPD" charge=+1 e_above_lowest_kcal_mol=110.7 homo_ev=-11.7
O 3.50508 -5.77734 -4.60077
O 4.97175 -3.13164 -0.61903
O -6.76515 3.87835 -0.25975
O 1.02852 2.33481 2.32369
O -1.99988 1.03602 5.27225
O -3.39742 5.19672 4.99729
O -0.79737 4.61568 3.34715
O -3.36583 2.15844 3.04230
O -7.92543 3.74705 1.80745
O -6.85905 5.97172 1.07092
O 0.50473 0.86904 1.38130
O 0.03054 3.02499 0.03375
O -5.28824 4.04465 1.84762
O -1.60528 2.45448 1.78131
C 3.72572 -6.06231 -3.43032
C 5.10586 -3.03694 -1.83013
C 0.46590 -0.42932 -2.01059
N 0.52297 -0.96611 -0.82345
N 6.09731 -2.29836 -2.33410
N 0.39582 -1.15229 -3.11988
N 3.96375 -5.14087 -2.49288
N 0.48191 0.87224 -2.08825
C 3.73559 -7.50676 -2.98727
C 6.38656 -2.01700 -3.74165
C -5.44441 3.45506 3.14886
C -1.37411 1.17466 3.98178
C 0.30622 -2.62668 -3.23876
C 1.64706 -3.29227 -3.58881
C -4.08364 3.14520 3.79119
C -3.15228 4.35253 3.85891
C -1.76999 3.71722 3.91733
C -1.95480 2.36940 3.16939
C 2.71154 -3.00408 -2.51984
C 4.06671 -3.69194 -2.75031
P -6.68768 4.40892 1.10769
P -0.08241 2.23138 1.38282
H -1.69653 0.22774 5.72459
H -3.39002 4.69507 5.83198
H -0.82794 5.47269 3.81496
H -7.93658 2.91877 1.30821
H -7.62722 6.04785 0.49530
H 1.10014 1.38089 2.02972
H -0.33299 3.87578 0.32592
H 0.52469 -1.96350 -0.73288
H 0.58453 -0.38467 0.00808
H 6.72047 -1.90969 -1.64185
H 0.36096 -0.63877 -3.98408
H 4.14830 -5.46430 -1.55340
H 0.50646 1.44221 -1.25488
H 0.41274 1.33096 -2.97709
H 4.70400 -7.74651 -2.55174
H 2.94744 -7.67239 -2.25528
H 3.56532 -8.14199 -3.85591
H 5.54991 -1.49124 -4.20524
H 6.57775 -2.94611 -4.28300
H 7.27489 -1.38730 -3.81678
H -5.99439 4.14035 3.80452
H -6.01209 2.52010 3.08273
H -0.30143 1.30694 4.14435
H -1.52324 0.25429 3.40808
H -0.07736 -3.06627 -2.31649
H -0.40647 -2.86895 -4.02961
H 1.99505 -2.93372 -4.55881
H 1.47588 -4.36628 -3.65617
H -4.25743 2.75702 4.80067
H -3.24135 4.93865 2.93690
H -1.50315 3.51629 4.95992
H 2.32681 -3.30035 -1.54227
H 2.88793 -1.92781 -2.50015
H 4.36433 -3.54042 -3.78751


No. 4
63
Properties=species:S:1:pos:R:3 method="wB97M-V/def2-TZVPD" charge=0 e_above_lowest_kcal_mol=7.8 smiles="O=C1OCCO1.O=C1OCCO1.O=C1OCCO1.CCO.CCO.CCO.O.O" homo_ev=-10.2
O 6.85328 3.60772 -0.20471
C 6.60310 4.50050 -0.94195
O 7.38228 4.91508 -1.95181
C 6.93673 6.19220 -2.40655
C 5.47402 6.23827 -1.93245
O 5.46685 5.23394 -0.90724
H 7.58326 6.95482 -1.98085
H 6.87356 6.15431 -3.49341
H 4.72583 5.98369 -2.67793
H 5.29724 7.18250 -1.41604
O 1.31988 10.03937 -4.20719
C 0.98107 10.94302 -4.90195
O 1.20158 12.26367 -4.61445
C 0.39083 13.01635 -5.50384
C 0.24995 12.10140 -6.72296
O 0.51909 10.82408 -6.14961
H -0.54843 13.32268 -5.03354
H 0.87956 13.97010 -5.72146
H 0.98798 12.30706 -7.49267
H -0.78986 12.19943 -7.02819
O -3.16843 9.56491 -4.19790
C -2.37483 8.71145 -4.43290
O -2.53130 7.79128 -5.42036
C -1.69137 6.68221 -5.11578
C -0.61441 7.30346 -4.26964
O -1.26172 8.45560 -3.71777
H -2.27926 5.92458 -4.59706
H -1.22039 6.21577 -5.98096
H 0.24771 7.69161 -4.81758
H -0.19344 6.59534 -3.55627
C 1.99275 8.35819 -1.35176
C 1.28215 8.54648 -0.03020
O 2.02942 9.40035 0.84522
H 1.32642 7.80777 -2.02128
H 2.91889 7.78083 -1.29673
H 2.32660 9.24956 -1.88530
H 1.24933 7.57162 0.46219
H 0.24711 8.86988 -0.15075
H 1.70142 10.29745 0.74053
C 6.90393 6.95747 -7.53905
C 6.82885 6.84577 -6.03157
O 5.49741 6.99946 -5.50946
H 7.94557 6.91224 -7.85912
H 6.58362 7.96858 -7.80966
H 6.23947 6.26499 -8.05136
H 7.48571 7.64322 -5.65580
H 7.22460 5.94434 -5.55895
H 5.49722 7.95390 -5.29069
C 5.75245 10.94541 -6.22924
C 4.93743 10.65766 -4.98874
O 5.50958 9.53018 -4.30547
H 6.79735 11.10670 -5.96205
H 5.42827 11.87886 -6.69938
H 5.65839 10.18529 -7.00377
H 3.90305 10.42552 -5.27390
H 4.94635 11.50586 -4.30038
H 5.39333 9.65517 -3.36029
O 2.87469 7.65473 -4.11289
H 3.41971 7.37634 -4.86340
H 2.85955 8.61932 -4.16660
O 1.84320 5.00979 -3.80103
H 2.06983 4.68902 -2.92155
H 2.14054 5.93549 -3.81560


No. 5
60
Properties=species:S:1:pos:R:3 method="wB97M-V/def2-TZVPD" charge=-1 homo_ev=-5.4
C 7.88335 -0.97563 4.62353
O 7.09961 -0.64452 3.50433
C 6.41916 0.58690 3.65760
C 5.35431 0.71315 2.58756
C 5.94139 1.07833 1.22105
C 5.02067 0.91891 -0.00747
C 4.01852 -0.23847 0.02676
C 2.69889 0.11511 0.71222
C 1.86597 -1.11764 1.07011
O 1.93586 -2.06432 0.04816
Al 0.32480 -2.51840 -0.54293
O -0.40539 -1.05163 0.20400
C 0.32650 -0.80059 1.34039
P 0.08815 0.92367 2.01859
O 0.32279 0.62379 3.61476
I -2.38685 0.91047 1.86773
H 8.62361 -1.71061 4.30761
H 8.40686 -0.09733 5.02426
H 7.26875 -1.40260 5.42660
H 7.14365 1.41448 3.57537
H 5.96881 0.64886 4.65893
H 4.81241 -0.23432 2.52965
H 4.62485 1.46543 2.90591
H 6.27994 2.11999 1.27455
H 6.84298 0.47249 1.07406
H 5.66376 0.80386 -0.88570
H 4.47346 1.85779 -0.16214
H 4.46218 -1.11271 0.51954
H 3.79999 -0.57249 -0.98831
H 2.90210 0.69167 1.62327
H 2.12274 0.78569 0.06143
H 2.25263 -1.54716 2.01115
H 0.19735 -2.56994 -2.14901
H -0.27974 -3.81615 0.22305
H 0.01412 -1.46363 2.18170
H -0.00778 -0.24029 3.89009
C -7.87098 1.37939 -4.26632
O -7.61951 1.00068 -2.93389
C -7.54834 -0.40753 -2.73100
C -6.17467 -0.80606 -2.23997
N -5.17922 -0.55758 -3.26631
C -3.80678 -0.87213 -2.87549
C -3.20812 -0.06722 -1.73196
O -3.09086 1.31501 -2.04550
C -4.13826 2.13096 -1.57733
H -7.91271 2.46747 -4.28850
H -7.08448 1.03648 -4.94777
H -8.82807 0.98207 -4.62600
H -7.76460 -0.92745 -3.67019
H -8.30574 -0.68895 -1.99363
H -6.18725 -1.87746 -2.01318
H -5.97854 -0.28102 -1.29389
H -5.22867 0.41916 -3.53339
H -3.17277 -0.74050 -3.75474
H -3.75825 -1.93219 -2.60471
H -2.20237 -0.44061 -1.52606
H -3.78157 -0.18203 -0.80641
H -4.49285 1.79783 -0.59554
H -5.00005 2.15688 -2.25553
H -3.74577 3.14262 -1.47113


No. 6
74
Properties=species:S:1:pos:R:3 method="wB97M-V/def2-TZVPD" charge=+1 homo_ev=-11.8
C -1.12331 -0.92934 5.59978
O -1.81550 0.21865 5.05079
B -1.66469 0.30049 3.71663
O -0.43011 0.54601 3.15275
C -2.86344 0.13697 2.64611
N -2.72497 0.82586 1.51671
N -3.51567 0.89480 0.47883
C -4.58038 0.15197 0.53877
C -4.84919 -0.66696 1.65514
N -6.01151 -1.46547 1.56945
C -5.66285 -2.64170 1.43926
O -5.30046 -3.73456 1.44386
C -4.00538 -0.67918 2.76931
P -4.33812 -1.69397 4.29230
S -6.16537 -2.21748 4.58654
H -0.05505 -0.87760 5.40130
H -1.28917 -0.97083 6.67058
H -1.49229 -1.86731 5.18096
H -0.23720 -0.20399 2.56971
H -1.87768 1.38692 1.44104
H -5.26456 0.16684 -0.29614
H -3.89533 -0.90265 5.35579
H -3.41803 -2.75634 4.19643
C 0.67912 7.70747 -0.06548
O 0.96785 6.29301 -0.16744
P 0.89646 5.40594 1.19517
O 2.18600 5.64409 1.87212
O 0.82113 4.01271 0.37553
C 1.87167 3.66360 -0.52841
O -0.12542 4.88747 2.33244
C 0.24202 3.68018 2.99066
H 0.71335 8.12194 -1.06840
H -0.31440 7.87223 0.34853
H 1.42784 8.19894 0.55548
H 2.83209 4.05480 -0.19414
H 1.64429 4.03903 -1.52545
H 1.93359 2.57765 -0.57186
H 1.29547 3.67876 3.26604
H 0.02175 2.82239 2.35969
H -0.35784 3.61519 3.89845
C 2.26976 -4.78175 -0.16704
O 1.07215 -5.54596 -0.44190
P -0.35963 -4.90918 -0.01136
O -0.47992 -5.19757 1.43789
O -1.18863 -5.90244 -0.96013
C -1.06741 -7.31838 -0.78840
O -1.35453 -3.66467 -0.28550
C -2.73672 -3.89843 -0.03683
H 3.11092 -5.33274 -0.57575
H 2.22542 -3.80457 -0.64570
H 2.40201 -4.66551 0.90880
H -0.87965 -7.57403 0.25422
H -0.26605 -7.70530 -1.41518
H -2.00612 -7.76835 -1.10293
H -2.88763 -4.43576 0.89778
H -3.19237 -4.44503 -0.85976
H -3.20923 -2.91691 0.03417
C 5.91064 2.86438 -5.64898
O 5.05229 1.70170 -5.70674
P 3.87985 1.56788 -4.58596
O 4.56215 1.02873 -3.38843
O 3.07680 0.46109 -5.43869
C 3.72438 -0.75750 -5.79994
O 2.53695 2.28177 -4.05851
C 1.59698 1.44848 -3.39292
H 6.58439 2.81709 -6.49910
H 5.32713 3.78135 -5.71480
H 6.49069 2.85700 -4.72608
H 4.45446 -1.05478 -5.04649
H 4.21383 -0.65249 -6.76718
H 2.95843 -1.52690 -5.87832
H 2.08588 0.78338 -2.68066
H 1.01988 0.86522 -4.10830
H 0.91818 2.10361 -2.85011


No. 7
78
Properties=species:S:1:pos:R:3 method="wB97M-V/def2-TZVPD" charge=+3 e_above_lowest_kcal_mol=0.0 homo_ev=-15.8
N 0.01231 0.61802 -3.30000
H 0.37470 1.39066 -2.74499
H -0.87900 0.42751 -2.79470
H 0.66753 -0.16304 -3.20260
H -0.11752 0.92302 -4.25891
N -2.05656 3.78576 -3.24610
H -1.81396 3.42112 -2.32802
H -1.26662 4.36512 -3.54729
H -2.88599 4.37594 -3.27961
H -2.16181 2.97872 -3.86129
N -1.70184 3.70370 0.46358
H -2.00876 4.61860 0.13408
H -0.75407 3.48940 0.16602
H -2.42648 2.99579 0.20186
H -1.67810 3.81528 1.48297
N -5.80014 3.01357 -4.40471
H -6.76518 2.84700 -4.69696
H -5.20038 2.50602 -5.05185
H -5.62650 2.57212 -3.47536
H -5.58976 4.00513 -4.35749
C -4.44149 -0.62031 -1.16384
F -3.51441 -1.41656 -0.67270
F -4.89211 -1.06814 -2.31326
F -5.41716 -0.54324 -0.28179
S -3.71012 1.07635 -1.51543
O -4.64902 1.67867 -2.46970
O -3.55928 1.85515 -0.27274
O -2.38637 0.74839 -2.10312
C -4.23957 -4.51186 -0.98124
C -4.49550 -5.49791 -2.10007
O -5.10108 -4.79457 -3.21450
C -5.25672 -5.38963 -4.41339
O -4.85676 -6.47875 -4.68475
C -6.09222 -4.53171 -5.41150
F -6.29502 -3.29728 -4.94599
F -5.27085 -4.40893 -6.48064
F -7.17844 -5.16490 -5.77106
H -5.12134 -3.92136 -0.72928
H -3.49700 -3.77828 -1.30053
H -3.88285 -5.06571 -0.11462
H -5.23806 -6.21422 -1.74844
H -3.58095 -6.02724 -2.36254
C -8.19462 -5.36538 1.60365
C -8.23556 -4.12430 2.48870
O -8.58599 -3.02133 1.66270
C -8.47855 -1.76796 2.06216
O -8.09026 -1.39884 3.13682
C -8.95500 -0.78910 0.97998
F -7.89733 -0.07235 0.54822
F -9.46743 -1.39746 -0.07566
F -9.86965 -0.00819 1.55524
H -9.18585 -5.66793 1.26825
H -7.74666 -6.23066 2.09240
H -7.56214 -5.19539 0.72966
H -7.24057 -3.99194 2.91316
H -8.95421 -4.36411 3.27159
C -2.70069 -1.96816 -4.92959
C -2.55758 -2.65345 -3.57921
O -1.37853 -3.45898 -3.38022
C -0.40454 -2.98074 -2.62923
O -0.34627 -1.84742 -2.18079
C 0.79434 -3.97619 -2.43761
F 1.35997 -3.92091 -1.24360
F 0.37144 -5.23889 -2.54499
F 1.71138 -3.71313 -3.36379
H -2.90002 -2.71311 -5.69794
H -1.81524 -1.37620 -5.17048
H -3.56851 -1.31142 -4.85657
H -3.44054 -3.27607 -3.43776
H -2.52780 -1.95103 -2.74542
Cl -4.85900 3.06894 3.80267
C -5.08381 3.83624 2.22407
C -5.93599 2.98109 1.28765
Cl -7.62080 2.79263 1.95627
H -4.13022 4.05101 1.73299
H -5.58917 4.79052 2.36446
H -5.60322 1.95303 1.15875
H -5.96208 3.33904 0.25681


Question: What is the charge in the first record?
Answer: +1


Repeat the fourth record exactly.
63
Properties=species:S:1:pos:R:3 method="wB97M-V/def2-TZVPD" charge=0 e_above_lowest_kcal_mol=7.8 smiles="O=C1OCCO1.O=C1OCCO1.O=C1OCCO1.CCO.CCO.CCO.O.O" homo_ev=-10.2
O 6.85328 3.60772 -0.20471
C 6.60310 4.50050 -0.94195
O 7.38228 4.91508 -1.95181
C 6.93673 6.19220 -2.40655
C 5.47402 6.23827 -1.93245
O 5.46685 5.23394 -0.90724
H 7.58326 6.95482 -1.98085
H 6.87356 6.15431 -3.49341
H 4.72583 5.98369 -2.67793
H 5.29724 7.18250 -1.41604
O 1.31988 10.03937 -4.20719
C 0.98107 10.94302 -4.90195
O 1.20158 12.26367 -4.61445
C 0.39083 13.01635 -5.50384
C 0.24995 12.10140 -6.72296
O 0.51909 10.82408 -6.14961
H -0.54843 13.32268 -5.03354
H 0.87956 13.97010 -5.72146
H 0.98798 12.30706 -7.49267
H -0.78986 12.19943 -7.02819
O -3.16843 9.56491 -4.19790
C -2.37483 8.71145 -4.43290
O -2.53130 7.79128 -5.42036
C -1.69137 6.68221 -5.11578
C -0.61441 7.30346 -4.26964
O -1.26172 8.45560 -3.71777
H -2.27926 5.92458 -4.59706
H -1.22039 6.21577 -5.98096
H 0.24771 7.69161 -4.81758
H -0.19344 6.59534 -3.55627
C 1.99275 8.35819 -1.35176
C 1.28215 8.54648 -0.03020
O 2.02942 9.40035 0.84522
H 1.32642 7.80777 -2.02128
H 2.91889 7.78083 -1.29673
H 2.32660 9.24956 -1.88530
H 1.24933 7.57162 0.46219
H 0.24711 8.86988 -0.15075
H 1.70142 10.29745 0.74053
C 6.90393 6.95747 -7.53905
C 6.82885 6.84577 -6.03157
O 5.49741 6.99946 -5.50946
H 7.94557 6.91224 -7.85912
H 6.58362 7.96858 -7.80966
H 6.23947 6.26499 -8.05136
H 7.48571 7.64322 -5.65580
H 7.22460 5.94434 -5.55895
H 5.49722 7.95390 -5.29069
C 5.75245 10.94541 -6.22924
C 4.93743 10.65766 -4.98874
O 5.50958 9.53018 -4.30547
H 6.79735 11.10670 -5.96205
H 5.42827 11.87886 -6.69938
H 5.65839 10.18529 -7.00377
H 3.90305 10.42552 -5.27390
H 4.94635 11.50586 -4.30038
H 5.39333 9.65517 -3.36029
O 2.87469 7.65473 -4.11289
H 3.41971 7.37634 -4.86340
H 2.85955 8.61932 -4.16660
O 1.84320 5.00979 -3.80103
H 2.06983 4.68902 -2.92155
H 2.14054 5.93549 -3.81560